This record from the Open Molecules 2025 dataset describes a structure of composition C5H4NO4 at a distorted geometry. The level of theory is ωB97M-V with the def2-TZVPD basis set.

Output
Kohn-Sham gap   7.9 eV
Energy   -548.6078 a.u.
Relative energy (zero: lowest compared OMol25 entry of this formula, charge and spin)   285.2 kJ/mol

ORCA input file:
```
! RIJCOSX wB97M-V def2-TZVPD def2/J DEFGRID3
* xyz -1 1
C 1.209 -1.367 0.968
C 2.660 -0.613 -0.386
C -0.805 -2.659 -0.330
C 0.689 -0.441 -0.081
C -0.146 0.705 -0.385
N 0.453 -1.801 -0.146
O 3.664 -0.341 -0.994
O -1.068 -3.379 0.603
O 2.581 -1.488 0.682
O -1.389 -2.351 -1.358
H 0.811 -1.586 1.925
H 0.117 1.730 0.076
H -1.283 0.707 -0.294
H 0.079 1.062 -1.463
*
```